Entry from the Open Molecules 2025 dataset: 9 unconnected molecules or ions with the total composition C45H87N2O19S8 in a non-equilibrium geometry (the ωB97M-V functional and the def2-TZVPD basis).

## Properties
E: -6490.9698 a.u.
F_max: 7.27 eV Å⁻¹
gap between HOMO and LUMO: 8.7641 eV
lowest unoccupied orbital energy: -2.861 eV
HOMO level: -11.6 eV

Geometry as ORCA input:
```
! RIJCOSX wB97M-V def2-TZVPD def2/J DEFGRID3
* xyz 1 1
S 0.170 -0.429 6.948
S -3.286 -7.558 5.698
S 6.931 3.946 -2.752
S 3.492 1.352 -3.651
S -1.713 6.484 -1.175
S -3.134 1.185 -5.611
S -3.948 3.439 4.654
S 5.690 -2.856 -1.239
O 6.299 -3.497 -2.380
O 0.187 0.496 5.835
O -4.267 -6.528 5.945
O -4.298 -2.374 -0.677
O 6.734 3.842 -4.179
O 4.567 0.742 -2.900
O 2.156 1.503 -3.105
O -3.164 2.630 -5.562
O -1.942 0.450 -5.967
O -3.547 2.124 4.201
O 4.257 -2.845 -1.033
O -3.709 3.894 6.004
O 0.271 -2.587 1.237
O 0.871 -0.168 8.182
O -2.356 -8.000 6.712
O -1.836 7.863 -1.583
O -1.974 6.054 0.182
O 0.237 -0.204 1.267
O 5.832 3.881 -1.814
N -0.928 0.946 -1.378
N -2.855 -0.402 -1.028
C 4.693 2.616 -5.598
C -5.070 -0.556 -5.859
C -0.108 5.879 -1.687
C -2.724 -8.205 3.184
C -1.988 -1.292 -1.826
C -5.119 -0.102 -4.397
C -4.261 -4.578 0.580
C -4.389 4.781 2.451
C 8.174 2.762 -2.266
C 9.237 4.912 -1.848
C 7.661 -2.523 0.450
C -3.306 4.651 3.514
C 0.648 -2.041 6.357
C -1.704 -2.311 6.907
C -2.381 -7.133 4.217
C -0.339 -2.992 7.014
C -5.674 3.680 4.247
C 6.481 -3.463 0.241
C 1.045 -2.148 -1.808
C 3.388 0.553 -5.249
C -5.551 -4.537 1.558
C -1.526 -0.852 7.331
C 9.489 3.515 -2.419
C -5.716 4.807 3.213
C -3.707 -3.054 0.465
C -4.120 -8.735 3.519
C 6.315 -1.183 -1.125
C 7.907 5.407 -2.419
C -0.781 -0.347 -1.993
C -1.036 1.088 3.080
C -0.479 -0.311 2.527
C -0.375 4.800 -2.739
C -4.120 -8.983 5.022
C 3.757 1.618 -6.283
C 0.653 -1.482 0.779
C -2.242 0.874 -0.778
C -4.478 0.613 -6.635
C 4.050 2.933 -4.254
C -1.702 5.139 -3.420
C -4.177 -0.948 -0.585
C -2.670 5.476 -2.293
C 1.652 -1.411 -0.494
C 7.126 -1.117 0.171
C -3.766 0.535 -4.071
C 0.422 -1.018 -2.804
H -2.693 1.733 -0.160
H -2.349 4.315 3.113
H 9.757 3.591 -3.478
H -6.427 -4.034 1.028
H -3.548 6.025 -2.631
H 5.477 -0.484 -1.112
H 10.050 5.600 -2.090
H -2.574 -3.157 0.237
H 0.444 4.739 -3.459
H -2.070 4.311 -4.029
H 5.763 -3.382 1.060
H -0.456 3.822 -2.251
H -1.926 0.894 3.801
H -4.353 -9.645 2.962
H -2.677 -7.803 2.169
H 8.068 -2.610 1.459
H 0.038 -1.586 -3.719
H -6.060 -0.825 -6.232
H 8.460 -2.762 -0.259
H -5.825 5.770 3.722
H -3.774 -2.479 1.450
H 9.171 4.853 -0.757
H -6.225 3.942 5.151
H -2.050 -2.353 5.869
H -2.166 -2.363 -2.165
H -0.263 1.686 3.693
H -1.673 -0.723 8.404
H -2.454 -2.812 7.523
H 7.376 6.042 -1.709
H 4.097 -0.277 -5.258
H -6.059 2.745 3.836
H -4.480 -5.049 -0.442
H -5.915 0.640 -4.272
H -3.531 -9.867 5.277
H -5.279 -3.888 2.464
H -1.313 -7.113 4.438
H -5.198 1.430 -6.727
H -0.334 -3.970 6.528
H -1.448 1.788 2.262
H -5.121 -9.064 5.444
H 1.836 -2.799 -2.321
H 2.375 0.178 -5.401
H 8.049 5.940 -3.361
H 0.227 -2.867 -1.436
H -3.866 1.347 -3.349
H 6.477 -0.804 0.996
H -4.102 0.331 -7.618
H 2.852 2.137 -6.616
H -4.450 -0.615 0.472
H -4.423 -1.434 -5.951
H -2.000 -9.024 3.246
H -2.973 4.575 -1.753
H -4.364 3.913 1.782
H -5.337 -0.933 -3.722
H 8.110 1.875 -2.897
H 1.777 -0.304 -0.799
H -3.177 5.588 4.060
H 3.173 3.572 -4.380
H -6.570 4.694 2.541
H -3.055 -0.205 -3.700
H 5.673 2.156 -5.445
H 7.991 2.496 -1.223
H 2.640 -1.909 -0.183
H -4.970 -0.508 -1.299
H 1.685 -2.243 6.624
H -0.079 -3.136 8.068
H 1.232 -0.255 -3.113
H -4.872 -7.981 3.264
H 0.451 6.717 -2.107
H 7.933 -0.386 0.094
H -2.712 -6.145 3.891
H -4.251 5.678 1.845
H -5.870 -5.580 1.898
H 4.745 3.383 -3.535
H -1.385 -1.022 2.461
H 6.941 -0.996 -1.999
H 0.532 -2.045 5.270
H -1.571 6.007 -4.073
H -0.223 1.695 -1.378
H -2.197 -0.189 6.782
H 0.420 5.476 -0.822
H 4.834 3.517 -6.198
H 10.304 3.006 -1.901
H -3.446 -5.230 1.078
H 6.778 -4.502 0.104
H 0.250 -0.722 3.313
H 4.220 1.168 -7.163
*
```